C30H35F4N | wB97M-V/def2-TZVPD

Output
strongest force on any atom: 4.367 eV Å⁻¹
gap between HOMO and LUMO: 8.893 eV
charge: 0
spin multiplicity: 1
SMILES: CCN(CC)CC.Fc1ccccc1.Fc1ccccc1.Fc1ccccc1.Fc1ccccc1
DFT total energy: -44035.5803 eV

Last column: natural (NBO) charge in e.
Atoms and positions in Å:
C  1.29  -1.55  1.64  -0.64
C  0.84  -1.95  2.99  -0.23
N  0.96  -1.00  4.05  -0.45
C  2.35  -0.69  4.33  -0.21
C  3.07  -1.89  4.93  -0.62
C  0.09  0.15  3.99  -0.21
C  -1.35  -0.16  4.30  -0.61
H  0.92  -0.56  1.40  0.20
H  0.98  -2.21  0.84  0.21
H  2.35  -1.51  1.46  0.20
H  -0.20  -2.19  2.94  0.19
H  1.27  -2.92  3.16  0.19
H  2.91  -0.25  3.40  0.16
H  2.40  0.16  5.04  0.19
H  4.06  -1.50  5.16  0.21
H  2.62  -2.28  5.86  0.21
H  3.23  -2.74  4.28  0.20
H  0.14  0.66  3.02  0.16
H  0.53  0.91  4.62  0.20
H  -1.41  -0.72  5.30  0.21
H  -1.83  -0.74  3.57  0.20
H  -1.94  0.79  4.34  0.22
F  -0.69  -3.69  -2.14  -0.34
C  -1.95  -3.59  -1.59  0.40
C  -3.01  -3.74  -2.49  -0.28
C  -4.33  -3.65  -2.01  -0.19
C  -4.51  -3.38  -0.66  -0.24
C  -3.40  -3.31  0.19  -0.17
C  -2.08  -3.37  -0.27  -0.31
H  -2.72  -3.90  -3.55  0.24
H  -5.12  -3.87  -2.71  0.22
H  -5.49  -3.57  -0.23  0.22
H  -3.59  -3.25  1.24  0.21
H  -1.29  -3.21  0.46  0.24
F  -0.49  -1.83  -4.66  -0.33
C  0.88  -1.81  -4.71  0.40
C  1.63  -2.91  -4.41  -0.29
C  2.95  -2.84  -4.37  -0.18
C  3.63  -1.67  -4.72  -0.23
C  2.88  -0.61  -5.10  -0.20
C  1.50  -0.68  -5.06  -0.28
H  1.13  -3.84  -4.21  0.23
H  3.52  -3.75  -4.14  0.22
H  4.71  -1.59  -4.79  0.22
H  3.27  0.34  -5.49  0.22
H  0.87  0.19  -5.23  0.22
F  -1.42  7.69  -0.23  -0.33
C  -0.44  6.82  0.14  0.40
C  -0.16  6.45  1.45  -0.29
C  0.86  5.54  1.67  -0.20
C  1.53  4.90  0.66  -0.23
C  1.21  5.25  -0.67  -0.19
C  0.22  6.23  -0.94  -0.28
H  -0.76  6.88  2.27  0.23
H  0.99  5.16  2.65  0.22
H  2.26  4.10  0.85  0.22
H  1.67  4.75  -1.44  0.21
H  -0.12  6.49  -1.90  0.23
F  -1.95  1.38  1.44  -0.32
C  -1.68  1.33  0.17  0.47
C  -1.08  2.42  -0.45  -0.32
C  -0.95  2.38  -1.84  -0.19
C  -1.24  1.24  -2.63  -0.23
C  -1.78  0.16  -1.97  -0.19
C  -1.89  0.14  -0.56  -0.33
H  -0.80  3.33  0.09  0.23
H  -0.58  3.32  -2.35  0.21
H  -1.12  1.22  -3.73  0.22
H  -1.99  -0.68  -2.57  0.22
H  -2.35  -0.78  -0.11  0.23



C6H16 | wB97M-V/def2-TZVPD

Output
strongest force on any atom: 8.969 eV Å⁻¹
gap between HOMO and LUMO: 11.572 eV
ΔE to the lowest compared entry with this formula, charge and spin: 63.6 kcal/mol
charge: 0
spin multiplicity: 1
SMILES: CCC.CCC
DFT total energy: -6478.8989 eV

Last column: natural (NBO) charge in e.
Atoms and positions in Å:
C  -0.20  0.33  2.46  -0.60
C  -1.71  0.24  2.19  -0.41
C  -1.84  1.40  1.18  -0.62
H  -0.01  1.34  2.83  0.19
H  0.49  0.29  1.58  0.20
H  0.21  -0.40  3.13  0.20
H  -1.84  -0.73  1.83  0.20
H  -2.31  0.50  3.09  0.20
H  -1.31  2.25  1.67  0.20
H  -1.38  1.23  0.17  0.21
H  -2.90  1.58  0.82  0.21
C  0.86  0.45  -2.15  -0.58
C  1.66  -0.83  -2.42  -0.42
C  1.08  -1.77  -1.29  -0.61
H  -0.04  0.42  -2.53  0.19
H  1.60  1.27  -2.81  0.18
H  1.05  0.98  -1.10  0.22
H  1.64  -1.42  -3.42  0.22
H  2.72  -0.46  -2.11  0.20
H  0.04  -2.02  -1.57  0.20
H  1.63  -2.61  -1.03  0.20
H  1.25  -1.12  -0.34  0.19



C22H50BClFI2N6O7P2 | wB97M-V/def2-TZVPD

Output
strongest force on any atom: 1.453 eV Å⁻¹
gap between HOMO and LUMO: 5.580 eV
charge: +1
spin multiplicity: 1
DFT total energy: -97584.9108 eV

Last column: Mulliken charge in e.
Atoms and positions in Å:
C  -3.19  -3.06  4.64  -1.22
C  -1.83  -3.22  3.96  -0.45
N  -1.53  -1.93  3.33  -0.42
N  -0.26  -1.75  2.73  1.61
C  -0.19  -0.76  1.88  -4.03
N  -1.32  -0.07  1.56  1.56
C  -1.84  0.92  2.51  -1.12
C  -3.20  0.62  3.16  -0.36
N  -3.12  0.88  4.59  -0.70
C  -1.65  -0.13  0.13  1.24
C  -2.28  -1.50  -0.05  -1.49
Cl  -2.99  1.01  -0.17  -0.24
C  -0.40  0.29  -0.75  -0.97
O  -0.35  -0.29  -2.05  0.00
C  -1.51  -0.42  -2.90  -0.87
C  -1.11  -0.25  -4.37  0.96
C  -1.61  -1.37  -5.27  -1.46
O  -1.63  0.95  -4.91  -0.64
B  -0.50  1.95  -1.03  0.69
O  -0.97  2.24  -2.30  -0.92
N  -0.21  3.10  -0.13  0.11
C  -1.42  3.78  0.38  -1.13
C  0.54  4.12  -0.88  -1.35
C  1.05  -0.13  -0.16  -0.56
C  1.68  -1.50  -0.83  -0.87
I  3.68  -1.61  0.05  0.19
C  0.98  -2.88  -0.77  0.64
C  0.14  -3.19  -2.04  -1.02
I  2.39  -4.55  -0.80  0.08
P  2.27  1.08  -0.92  0.76
C  2.33  1.11  -2.72  -0.74
C  3.28  2.33  -0.11  -1.40
N  1.05  -0.36  1.34  2.80
P  1.68  0.64  2.58  0.45
O  1.05  0.24  3.85  -0.73
O  3.23  0.47  2.45  -0.47
O  1.41  2.16  2.30  -0.59
C  0.85  -2.59  3.31  0.31
C  0.79  -4.03  2.83  -1.47
F  2.07  -2.07  3.08  -0.25
H  -3.26  -2.09  5.12  0.27
H  -3.31  -3.81  5.41  0.42
H  -4.00  -3.11  3.92  0.30
H  -1.10  -3.55  4.69  0.36
H  -1.91  -3.98  3.18  0.38
H  -1.59  -1.21  4.04  0.05
H  -1.12  1.02  3.31  0.86
H  -1.89  1.89  2.02  -0.07
H  -3.94  1.31  2.75  0.45
H  -3.51  -0.39  2.89  0.23
H  -2.28  0.50  5.01  0.19
H  -3.91  0.49  5.09  0.29
H  -2.81  -1.61  -0.98  0.58
H  -3.02  -1.60  0.74  0.33
H  -1.56  -2.29  0.11  0.14
H  -2.29  0.30  -2.68  0.55
H  -1.92  -1.41  -2.77  0.22
H  -0.01  -0.26  -4.39  -0.30
H  -0.84  -1.71  -5.95  0.36
H  -1.95  -2.23  -4.71  0.35
H  -2.45  -1.00  -5.85  0.42
H  -1.29  1.71  -4.43  0.26
H  -0.23  2.21  -2.93  0.33
H  -2.34  3.43  -0.07  0.38
H  -1.49  3.71  1.46  0.29
H  -1.36  4.85  0.17  0.47
H  0.93  4.86  -0.18  0.36
H  -0.10  4.65  -1.59  0.45
H  1.36  3.69  -1.45  0.33
H  1.92  -1.32  -1.87  0.59
H  0.43  -3.07  0.14  -0.15
H  0.36  -4.17  -2.43  0.67
H  -0.92  -3.17  -1.85  0.09
H  0.38  -2.49  -2.82  0.17
H  3.36  1.02  -3.05  0.50
H  1.95  2.05  -3.15  0.23
H  1.77  0.30  -3.17  -0.11
H  2.77  2.97  0.58  0.36
H  3.65  2.95  -0.92  0.50
H  4.15  1.89  0.38  0.44
H  3.67  0.96  3.16  0.40
H  0.78  2.48  2.96  0.40
H  0.69  -2.54  4.39  0.57
H  0.06  -4.21  2.05  0.39
H  1.78  -4.31  2.50  0.42
H  0.53  -4.68  3.67  0.33
C  4.55  3.57  -5.29  -0.58
O  4.85  2.83  -4.10  -0.42
H  3.56  3.28  -5.61  0.21
H  4.56  4.65  -5.10  0.28
H  5.26  3.35  -6.09  0.28
H  5.73  3.07  -3.81  0.27



C28H34AsF3N2O2PtSb | wB97M-V/def2-TZVPD

Output
strongest force on any atom: 0.559 eV Å⁻¹
gap between HOMO and LUMO (alpha / beta): 7.904 / 7.905 eV
ΔE to the lowest compared entry with this formula, charge and spin: 10.7 kcal/mol
charge: +1
spin multiplicity: 1
DFT total energy: -115429.8735 eV

Last column: Mulliken charge in e.
Atoms and positions in Å:
Pt  1.41  -0.39  0.25  0.17
C  4.98  -2.24  1.79  -1.65
C  3.62  -1.70  1.48  0.73
N  3.37  -0.90  0.49  0.22
O  4.31  -0.61  -0.48  -0.40
C  2.48  -2.07  2.28  0.24
C  2.51  -2.80  3.58  -1.40
N  1.31  -1.69  1.79  0.28
O  0.25  -1.85  2.45  -0.64
H  5.78  -1.83  1.18  0.51
H  4.99  -3.33  1.70  0.38
H  5.22  -2.00  2.83  0.36
H  5.03  -1.25  -0.40  0.28
H  3.53  -3.00  3.90  0.39
H  1.98  -3.75  3.49  0.31
H  2.00  -2.23  4.34  0.31
C  0.99  2.03  -3.57  -1.06
C  2.05  2.45  -2.57  -0.90
As  1.81  1.83  -0.74  0.56
C  3.46  2.43  0.10  -0.46
C  3.91  3.84  -0.26  -1.16
C  0.43  2.97  0.04  0.04
C  0.22  4.34  -0.60  -1.33
H  1.21  2.45  -4.55  0.43
H  0.01  2.42  -3.28  0.07
H  0.92  0.95  -3.68  0.34
H  2.12  3.53  -2.50  0.49
H  3.04  2.08  -2.86  0.52
H  4.21  1.69  -0.16  0.33
H  3.28  2.34  1.18  0.41
H  4.14  3.93  -1.32  0.30
H  4.82  4.09  0.29  0.41
H  3.17  4.59  -0.01  0.22
H  0.70  3.06  1.09  0.56
H  -0.50  2.40  0.01  -0.21
H  1.10  4.98  -0.50  0.26
H  -0.61  4.85  -0.12  0.43
H  -0.01  4.26  -1.66  0.26
F  -3.97  -0.14  -5.56  -0.32
C  -3.35  -0.25  -4.37  0.22
C  -3.31  -1.49  -3.76  -0.79
C  -2.68  -1.60  -2.53  -0.33
C  -2.09  -0.49  -1.94  0.11
C  -2.15  0.74  -2.59  -0.18
C  -2.78  0.87  -3.81  -0.84
Sb  -1.15  -0.68  -0.05  1.37
C  -2.39  0.45  1.23  0.32
C  -3.09  1.56  0.77  -0.39
C  -3.85  2.32  1.64  -0.69
C  -3.89  1.95  2.97  0.21
F  -4.62  2.68  3.82  -0.33
C  -3.21  0.85  3.46  -0.64
C  -2.45  0.10  2.58  -0.42
C  -1.72  -2.66  0.39  -0.08
C  -0.83  -3.73  0.29  -0.56
C  -1.26  -5.02  0.53  -0.63
C  -2.59  -5.22  0.87  0.25
F  -3.00  -6.47  1.11  -0.33
C  -3.49  -4.19  0.97  -0.74
C  -3.05  -2.90  0.72  -0.16
H  -3.77  -2.34  -4.24  0.49
H  -2.64  -2.57  -2.05  0.40
H  -1.71  1.62  -2.14  0.57
H  -2.84  1.82  -4.32  0.48
H  -3.08  1.82  -0.28  0.27
H  -4.42  3.18  1.31  0.49
H  -3.28  0.60  4.51  0.47
H  -1.90  -0.76  2.94  0.42
H  0.21  -3.56  0.03  0.36
H  -0.59  -5.87  0.46  0.46
H  -4.52  -4.40  1.24  0.47
H  -3.75  -2.08  0.80  0.47



C27H39AsMoN7S4 | wB97M-V/def2-TZVPD

Output
strongest force on any atom: 0.859 eV Å⁻¹
gap between HOMO and LUMO: 5.839 eV
ΔE to the lowest compared entry with this formula, charge and spin: 12.7 kcal/mol
charge: +1
spin multiplicity: 1
DFT total energy: -145091.4552 eV

Last column: Mulliken charge in e.
Atoms and positions in Å:
Mo  1.51  0.15  1.02  -0.73
S  4.74  -1.70  3.61  -0.28
As  4.26  0.11  2.84  0.35
S  1.87  0.41  3.19  -0.23
S  3.70  -0.17  0.55  -0.42
S  5.14  1.91  3.17  -0.26
C  1.45  -3.75  3.35  -1.51
C  1.77  -3.44  1.89  2.40
C  2.89  -4.33  1.36  -1.44
C  0.52  -3.58  1.03  0.56
C  0.07  -4.86  0.72  -0.67
C  -1.06  -5.07  -0.04  -1.74
C  -1.76  -3.99  -0.54  -0.56
C  -1.37  -2.69  -0.27  0.36
C  -2.13  -1.55  -0.92  2.78
C  -2.30  -1.77  -2.42  -1.85
C  -3.49  -1.36  -0.25  -1.44
C  -0.25  -2.51  0.56  -0.16
N  0.05  -1.14  0.92  1.60
C  -0.81  -0.40  1.64  -0.07
C  -0.70  0.99  1.51  -1.55
N  0.15  1.53  0.59  1.81
C  -0.22  2.85  0.12  0.50
C  0.71  3.89  -0.08  0.49
C  0.21  5.18  -0.24  -0.99
C  -1.15  5.44  -0.27  -1.62
C  -2.04  4.39  -0.23  -0.60
C  -1.60  3.08  -0.06  0.10
C  -2.66  2.00  -0.26  2.14
C  -3.19  2.07  -1.70  -1.43
C  -3.80  2.09  0.75  -1.73
C  2.22  3.77  -0.20  0.23
C  2.64  2.86  -1.35  -1.20
C  2.92  3.48  1.12  -1.27
H  2.34  -3.64  3.96  0.39
H  1.07  -4.77  3.46  0.37
H  0.68  -3.08  3.74  0.32
H  2.13  -2.41  1.85  -1.13
H  2.65  -5.39  1.43  0.36
H  3.80  -4.16  1.93  0.35
H  3.11  -4.11  0.31  0.34
H  0.63  -5.71  1.10  0.37
H  -1.38  -6.08  -0.25  0.40
H  -2.63  -4.17  -1.17  0.41
H  -1.55  -0.64  -0.80  -1.82
H  -3.03  -2.55  -2.63  0.51
H  -1.36  -2.06  -2.89  0.40
H  -2.65  -0.85  -2.90  0.28
H  -4.10  -2.26  -0.34  0.49
H  -4.04  -0.54  -0.73  0.40
H  -3.40  -1.13  0.81  0.23
H  -1.49  -0.87  2.34  0.72
H  -1.23  1.65  2.18  0.87
H  0.91  5.99  -0.35  0.44
H  -1.50  6.46  -0.37  0.39
H  -3.09  4.58  -0.35  0.43
H  -2.19  1.02  -0.17  -0.93
H  -3.74  3.00  -1.88  0.43
H  -3.88  1.24  -1.88  0.39
H  -2.38  2.01  -2.42  0.24
H  -4.30  3.05  0.70  0.40
H  -3.46  1.96  1.78  0.31
H  -4.55  1.32  0.54  0.40
H  2.54  4.77  -0.50  0.65
H  2.44  1.81  -1.15  0.12
H  3.71  2.94  -1.52  0.44
H  2.12  3.13  -2.27  0.36
H  2.53  2.59  1.62  0.07
H  2.79  4.30  1.82  0.32
H  3.99  3.32  0.97  0.46
N  0.02  -0.11  -4.31  -0.57
N  0.81  -0.40  -3.21  0.79
N  1.82  -1.23  -3.29  -1.13
C  2.23  -1.26  -2.03  -0.62
N  1.47  -0.48  -1.25  0.70
N  0.55  0.07  -2.04  0.10
H  0.61  -0.18  -5.13  0.33
H  -0.36  0.82  -4.18  0.23
H  3.05  -1.86  -1.67  0.43



C24H26CrI2N3O4SSi | wB97M-V/def2-TZVPD

Output
strongest force on any atom: 0.537 eV Å⁻¹
gap between HOMO and LUMO (alpha / beta): 7.330 / 7.288 eV
<S²>: 3.80
ΔE to the lowest compared entry with this formula, charge and spin: 0.0 kcal/mol
charge: 0
spin multiplicity: 4
DFT total energy: -101309.0210 eV

Last column: Löwdin spin population.
Atoms and positions in Å:
Cr  -0.08  0.50  -0.41  2.97
I  -1.82  -4.31  -5.99  0.00
C  -1.35  -2.71  -4.75  0.01
C  -0.70  -1.59  -5.27  0.00
C  -0.37  -0.54  -4.43  0.00
I  0.55  1.13  -5.24  0.00
C  -0.67  -0.56  -3.06  0.00
O  -0.31  0.45  -2.30  0.03
C  -1.37  -1.69  -2.56  0.01
C  -1.88  -1.74  -1.15  0.00
N  -0.87  -1.37  -0.15  -0.02
C  -1.33  -1.51  1.24  0.00
C  -0.43  -0.76  2.17  0.01
C  -0.26  -1.11  3.50  0.00
C  0.58  -0.35  4.29  0.01
C  1.25  0.73  3.74  0.00
C  1.04  1.02  2.40  0.01
N  0.21  0.30  1.65  0.00
C  -1.68  -2.74  -3.41  0.00
H  -0.45  -1.54  -6.32  0.00
H  -2.25  -2.75  -0.94  0.00
H  -2.72  -1.05  -1.01  0.00
H  -0.04  -1.96  -0.26  0.00
H  -1.39  -2.57  1.53  0.00
H  -2.34  -1.09  1.30  0.00
H  -0.78  -1.97  3.89  0.00
H  0.73  -0.61  5.33  0.00
H  1.92  1.34  4.32  0.00
H  1.54  1.84  1.90  0.00
H  -2.21  -3.60  -3.00  0.00
C  -3.51  4.05  0.03  0.00
Si  -1.78  3.32  0.09  0.00
C  -0.76  4.11  -1.26  0.00
C  -1.03  3.76  1.77  0.00
C  -1.86  1.48  -0.13  -0.06
H  -3.50  5.13  0.21  0.00
H  -4.15  3.60  0.79  0.00
H  -3.97  3.88  -0.94  0.00
H  -0.72  5.20  -1.14  0.00
H  -1.21  3.90  -2.24  0.00
H  0.26  3.73  -1.29  0.00
H  -1.27  4.79  2.04  0.00
H  0.05  3.67  1.77  0.00
H  -1.42  3.11  2.55  0.00
H  -2.43  1.28  -1.04  0.00
H  -2.42  1.06  0.72  0.00
O  1.99  -2.24  0.86  0.00
C  2.48  -1.28  0.29  0.00
N  1.87  -0.60  -0.73  0.00
S  2.64  0.75  -1.12  0.00
O  1.73  1.81  -0.61  0.02
O  3.08  0.89  -2.46  0.00
C  4.00  0.55  -0.01  0.00
C  5.12  1.33  0.15  0.00
C  6.05  0.89  1.10  0.00
C  5.84  -0.28  1.82  0.00
C  4.71  -1.05  1.62  0.00
C  3.78  -0.62  0.69  0.00
H  5.28  2.23  -0.42  0.00
H  6.95  1.47  1.26  0.00
H  6.59  -0.59  2.54  0.00
H  4.54  -1.97  2.17  0.00



C6H16O | wB97M-V/def2-TZVPD

Output
strongest force on any atom: 1.782 eV Å⁻¹
gap between HOMO and LUMO: 11.150 eV
ΔE to the lowest compared entry with this formula, charge and spin: 16.7 kcal/mol
charge: 0
spin multiplicity: 1
SMILES: CCCCCC.O
DFT total energy: -8528.5111 eV

Last column: natural (NBO) charge in e.
Atoms and positions in Å:
C  -1.41  -2.26  2.19  -0.62
C  -0.63  -1.91  0.94  -0.40
C  -0.01  -0.52  1.01  -0.40
C  0.86  -0.14  -0.17  -0.39
C  0.22  0.15  -1.54  -0.40
C  -0.83  1.24  -1.59  -0.63
H  -2.27  -2.76  1.72  0.21
H  -1.77  -1.38  2.74  0.20
H  -0.94  -2.95  2.90  0.21
H  0.12  -2.71  0.82  0.20
H  -1.29  -1.94  0.05  0.19
H  -0.79  0.26  0.94  0.19
H  0.47  -0.43  2.00  0.21
H  1.35  0.80  0.15  0.19
H  1.66  -0.89  -0.37  0.20
H  1.05  0.44  -2.22  0.20
H  -0.15  -0.84  -1.87  0.20
H  -1.82  0.79  -1.82  0.21
H  -0.58  1.96  -2.38  0.21
H  -0.91  1.78  -0.63  0.21
O  2.41  4.09  -0.76  -0.94
H  3.16  3.51  -0.51  0.47
H  2.09  3.71  -1.61  0.47



C3H5NO2 | wB97M-V/def2-TZVPD

Output
strongest force on any atom: 0.828 eV Å⁻¹
gap between HOMO and LUMO: 11.245 eV
ΔE to the lowest compared entry with this formula, charge and spin: 44.9 kcal/mol
charge: 0
spin multiplicity: 1
SMILES: O=C=NCC=O.[H][H]
DFT total energy: -8775.7465 eV

Last column: natural (NBO) charge in e.
Atoms and positions in Å:
O  1.70  0.91  1.71  -0.50
C  0.93  0.20  1.18  0.89
N  0.26  -0.68  0.69  -0.57
C  -0.97  -0.68  -0.01  -0.32
C  -1.50  0.70  -0.33  0.43
O  -0.91  1.71  -0.04  -0.50
H  -1.74  -1.22  0.56  0.23
H  -0.87  -1.23  -0.96  0.23
H  -2.48  0.72  -0.84  0.12
H  2.50  -0.43  -1.02  -0.01
H  3.09  0.01  -0.93  0.01



> Among the records above, which one has the highest DFT total energy?

C6H16